This record from the OMol25 dataset describes a molecular structure, C19H42MnP2Si at a distorted geometry. The level of theory is wB97M-V/def2-TZVPD.

Structure (XYZ):
```
65
Properties=species:S:1:pos:R:3:forces:R:3:mulliken_charge:R:1
P -2.7443 3.3395 -0.3245 -0.752 1.290 -0.220 0.85
P -3.1991 1.0188 -2.3020 -1.045 0.072 -0.954 0.84
C -3.8380 3.7113 -1.8108 0.206 -0.076 0.168 -1.13
C -4.4375 2.4342 -2.3773 0.182 -0.193 0.084 -1.15
H -3.2326 4.2372 -2.5622 -0.048 -0.203 0.111 0.46
H -4.6367 4.3969 -1.4969 0.274 0.036 -0.096 0.48
H -5.3388 2.1347 -1.8239 0.238 0.066 0.006 0.46
H -4.7335 2.5872 -3.4238 -0.090 -0.175 0.210 0.46
C -2.6374 1.2360 -4.0510 0.308 -0.158 0.049 -1.47
H -2.0576 0.3524 -4.3415 0.001 0.228 -0.093 0.38
H -2.0031 2.1260 -4.1339 -0.041 -0.183 -0.056 0.34
H -3.5050 1.3429 -4.7163 0.252 -0.053 0.104 0.44
C -4.4575 -0.2749 -2.6547 0.099 -0.288 0.023 -1.42
H -5.0608 -0.0084 -3.5321 0.070 -0.122 0.170 0.39
H -5.1105 -0.3831 -1.7816 0.089 -0.102 -0.160 0.37
H -3.9374 -1.2218 -2.8352 -0.249 0.023 0.006 0.39
C -1.9900 5.0146 -0.2869 0.240 0.058 0.186 -1.37
H -1.4157 5.1108 0.6412 -0.010 0.177 -0.190 0.39
H -2.7602 5.7958 -0.3309 0.213 -0.090 0.011 0.38
H -1.3127 5.1179 -1.1423 -0.039 0.066 0.205 0.36
C -4.0785 3.6989 0.9080 0.182 -0.223 0.247 -1.45
H -4.8127 2.8863 0.9148 0.084 0.117 0.098 0.35
H -4.5811 4.6419 0.6567 0.098 -0.198 0.123 0.42
H -3.6210 3.7792 1.8997 -0.226 -0.047 -0.036 0.38
Mn 1.5997 -1.0888 1.3907 1.463 -1.515 0.393 0.23
C -0.1709 -1.7507 0.2578 0.253 -0.004 -1.348 -0.12
C 0.7522 -1.1475 -0.6283 -0.768 -1.011 0.045 -0.12
C 0.6785 0.2730 -1.1172 -0.082 1.102 -0.454 -0.25
C 1.4465 1.3418 -0.2759 0.065 -0.141 -0.923 -0.97
C 1.5059 1.0864 1.1954 -0.590 0.598 0.938 -0.04
C 0.4139 0.6174 1.9717 0.677 0.833 0.184 -0.19
C -0.9779 0.3991 1.4442 -0.928 0.091 -0.490 -0.16
C -1.2979 -1.0374 0.9313 -0.601 0.533 0.830 -0.84
C 2.7991 -0.8147 2.9457 0.298 -0.262 0.554 -1.58
H -0.2151 -2.8525 0.3168 0.179 0.733 -0.091 0.55
H 1.4299 -1.8070 -1.1988 -0.450 0.268 0.471 0.45
H -0.3636 0.6054 -1.2615 0.241 -0.255 0.189 -0.59
H 1.1246 0.3016 -2.1251 -0.170 -0.057 0.257 0.59
H 2.4795 1.3954 -0.6560 -0.302 -0.051 0.158 0.44
H 1.0085 2.3302 -0.4939 -0.048 0.009 0.053 0.29
H 2.3856 1.5131 1.7169 -0.665 -0.385 -0.264 0.52
H 0.5131 0.6370 3.0731 0.012 0.082 -0.775 0.38
H -1.2334 1.1372 0.6623 0.246 -0.313 0.265 -0.74
H -1.6780 0.6146 2.2669 0.137 -0.064 -0.219 0.65
H -1.6139 -1.6380 1.8036 0.166 0.169 -0.351 0.43
H -2.1867 -0.9796 0.2822 0.052 -0.022 -0.087 0.20
H 2.7988 -1.7258 3.5456 0.157 0.188 0.203 0.42
H 2.4500 0.0428 3.5209 0.164 -0.091 0.156 0.41
H 3.8088 -0.6205 2.5752 -0.010 -0.009 0.089 0.11
C 5.0295 -2.6489 -0.1365 0.237 -0.053 -0.078 -1.00
Si 4.1092 -3.5873 1.2023 -0.899 0.117 -0.070 0.05
C 4.1714 -5.4386 0.8078 0.056 -0.055 -0.103 -1.08
C 5.0083 -3.3826 2.8364 0.125 0.061 0.117 -1.04
C 2.2883 -2.9933 1.1975 0.591 -1.139 0.256 -0.66
H 6.0663 -3.0092 -0.2068 -0.190 0.129 -0.051 0.34
H 5.0556 -1.5724 0.0769 -0.023 -0.171 -0.049 0.27
H 4.5529 -2.7967 -1.1147 0.084 0.059 0.158 0.31
H 5.2067 -5.7986 0.7411 -0.113 0.103 0.024 0.29
H 3.6751 -6.0371 1.5826 0.024 0.159 -0.107 0.31
H 3.6903 -5.6692 -0.1508 0.021 0.055 0.138 0.30
H 5.0703 -2.3373 3.1509 0.033 -0.165 -0.010 0.36
H 4.5195 -3.9483 3.6372 0.001 0.079 -0.081 0.32
H 6.0316 -3.7716 2.7470 -0.151 0.052 -0.028 0.33
H 1.8010 -3.4741 0.3174 0.378 0.306 0.363 0.30
H 1.7687 -3.4414 2.0754 0.294 0.013 -0.259 0.40
```
Forces are in eV/Å.

Output
2S+1 ... 6
Largest force on an atom ... 2.14 eV Å⁻¹
Relative energy (zero: lowest compared OMol25 entry of this formula, charge and spin) ... 0.0 kcal per mole
Highest occupied orbital energy (spin up / spin down) ... -4.9 / -8.1 eV
Kohn-Sham gap (spin up / spin down) ... 5.64 / 7.91 eV